Computed, not measured: a structure of composition C28H35DyN3O4P2 in a non-equilibrium geometry, with the ωB97M-V functional and the def2-TZVPD basis.

The geometry in XYZ format:
```
73
Properties=species:S:1:pos:R:3:forces:R:3:lowdin_charge:R:1
C -0.78205 3.28323 -3.63672 -0.35 -1.09 0.06 -0.04
C -0.62493 1.92727 -3.39069 -0.33 0.70 0.42 -0.23
C 0.67502 1.34408 -3.52099 1.14 -0.39 0.89 -0.17
C 1.77103 2.15435 -3.97782 -0.18 -0.22 0.18 -0.14
C 1.55474 3.53216 -4.25197 -0.85 0.82 0.22 -0.01
C 0.29791 4.09015 -4.05252 1.20 -0.12 -0.42 -0.05
C 3.02532 1.54642 -4.07095 -0.13 -0.08 -1.11 0.06
C 3.17933 0.16907 -3.91341 -0.24 -0.04 0.24 -0.15
C 2.04308 -0.56602 -3.43857 -0.02 1.15 0.89 -0.19
C 2.16627 -1.96927 -3.19464 0.57 -0.53 0.16 -0.22
C 3.39088 -2.59375 -3.40007 -1.36 0.21 0.21 -0.02
C 4.50960 -1.86841 -3.85634 0.50 1.08 -0.43 -0.05
C 4.40911 -0.51151 -4.12621 0.53 -0.92 0.11 -0.01
H -1.78417 3.71723 -3.52594 0.47 -0.10 -0.06 0.13
H 2.39900 4.14761 -4.58044 -0.37 -0.22 0.09 0.12
H 0.12112 5.15072 -4.23417 0.15 -0.31 0.01 0.11
H 3.85173 2.12380 -4.48119 0.03 0.01 0.35 0.13
H 3.46178 -3.67165 -3.21407 0.07 0.44 -0.09 0.13
H 5.45563 -2.39736 -3.99844 -0.31 0.28 0.00 0.12
H 5.27097 0.06303 -4.48828 -0.35 -0.33 0.17 0.12
N 0.90813 0.08366 -3.07145 -0.62 -0.43 -1.48 0.14
Dy 0.32198 -0.04320 0.65221 1.55 0.31 0.03 1.19
C -1.76700 1.08608 -2.86516 0.48 -0.35 -0.07 -0.29
H -1.69358 0.07174 -3.29055 -0.24 0.36 0.00 0.09
H -2.73941 1.54068 -3.06867 0.07 -0.08 -0.17 0.10
C 0.97115 -2.70345 -2.65708 -0.16 0.58 -0.04 -0.29
H 0.05578 -2.34606 -3.15201 0.26 -0.22 -0.01 0.09
H 1.07321 -3.78472 -2.77891 -0.04 0.09 -0.01 0.10
P -1.63539 0.84802 -1.04345 -0.94 0.66 -0.85 0.75
P 0.70843 -2.36292 -0.85456 0.15 -1.67 -0.80 0.77
C 1.99529 -3.44000 -0.15002 0.19 -0.06 0.22 -0.25
H 1.84460 -3.51665 0.93616 0.12 -0.03 -0.32 0.04
H 1.92794 -4.43494 -0.61079 0.01 0.18 0.19 0.06
H 2.98214 -3.01766 -0.35766 -0.07 -0.11 0.09 0.04
C -0.76239 -3.41104 -0.58343 -0.26 -0.06 -0.04 -0.25
H -0.59693 -4.38746 -1.06009 -0.11 0.18 0.21 0.06
H -0.93766 -3.54456 0.49147 0.03 -0.02 -0.29 0.03
H -1.63510 -2.94089 -1.05136 0.05 -0.12 0.11 0.03
C -1.91190 2.55843 -0.44519 0.07 0.12 0.26 -0.25
H -2.90148 2.89851 -0.76315 0.06 0.06 0.08 0.06
H -1.84658 2.61207 0.65691 -0.02 0.00 -0.48 0.03
H -1.15456 3.22192 -0.88763 -0.19 -0.17 0.21 0.05
C -3.21664 0.03546 -0.60901 0.01 -0.27 0.04 -0.25
H -3.29603 -0.07001 0.48672 0.00 0.02 -0.39 0.04
H -4.05565 0.63676 -0.97139 0.01 -0.14 0.06 0.06
H -3.25184 -0.96894 -1.06680 -0.06 0.41 0.22 0.05
C 2.88035 -0.20732 0.34852 -0.46 0.62 -0.08 -0.28
O 3.70314 -0.77255 0.98249 -0.18 0.53 -0.85 0.03
H 2.96560 0.46281 -0.61476 0.82 -0.87 0.73 0.08
C -3.05961 1.94226 3.75378 0.13 0.50 -0.25 -0.08
C -2.89580 0.54271 4.29925 0.00 -0.59 0.02 -0.14
C -1.44044 -0.01361 4.47460 -0.21 0.04 0.18 -0.27
C -0.57754 0.76694 5.51645 0.05 -0.59 0.36 -0.14
C -0.31930 2.22989 5.21594 0.35 0.34 -0.39 -0.09
C -1.59339 -1.43982 5.03123 -0.73 -0.41 0.95 -0.37
O -2.26925 -1.67068 6.01799 0.71 0.37 -0.88 0.12
N -0.93250 -2.49025 4.40157 0.19 0.03 -0.35 0.22
C -0.32017 -2.44778 3.16001 -0.15 0.21 0.11 -0.49
O 0.15812 -3.43244 2.62215 -0.45 0.86 0.45 0.07
N -0.31076 -1.18358 2.57279 0.12 -0.44 0.38 0.02
C -0.72696 -0.05905 3.15439 0.47 0.74 -1.36 -0.39
O -0.48364 1.01424 2.43311 -0.89 -1.05 2.00 -0.23
H -2.59634 2.69861 4.39538 -0.21 -0.22 -0.27 0.06
H -4.12427 2.17751 3.69657 0.04 -0.05 -0.06 0.09
H -2.62389 2.03127 2.74880 -0.18 0.09 0.33 0.05
H -3.39619 0.46180 5.27172 0.27 -0.10 -0.13 0.13
H -3.42211 -0.16121 3.63067 0.08 0.14 0.21 0.13
H -1.05446 0.64854 6.50331 0.04 -0.06 -0.42 0.13
H 0.38390 0.23589 5.59253 -0.18 0.07 -0.04 0.13
H -1.06857 2.87306 5.67646 0.03 0.00 -0.16 0.07
H 0.64335 2.51768 5.64783 -0.09 0.01 -0.10 0.08
H -0.28276 2.39178 4.12140 0.03 0.20 0.78 0.07
H -1.01436 -3.40865 4.81412 -0.10 0.02 0.19 0.17
```
Forces are in eV/Å.

Output
- HOMO (spin up / spin down): -10.3 / -10.7 eV
- Spin multiplicity: 6
- Net charge: +1
- Frontier orbital gap (spin up / spin down): 6.60 / 7.08 eV
- E_LUMO (spin up / spin down): -0.1352 / -0.1323 hartree


Computed, not measured: a cluster of 2 separate species, C2H5FS in total in a non-equilibrium geometry, with the ωB97M-V functional and the def2-TZVPD basis.

The geometry in XYZ format:
```
9
Properties=species:S:1:pos:R:3:forces:R:3:lowdin_charge:R:1
C -0.80576 0.20511 -0.76235 0.33 -0.53 0.02 -0.15
C 0.26955 0.13480 0.25749 0.61 -0.17 0.34 -0.81
F 0.79933 1.32200 0.66144 -0.56 -0.06 -0.19 -0.05
S 1.50134 -1.06689 0.03665 0.66 -0.47 0.00 0.77
H -1.45293 0.98250 -0.36634 -0.85 -0.37 -0.32 0.07
H -1.22708 -0.83764 -0.94132 0.13 1.62 0.41 0.10
H -0.38204 0.57072 -1.71001 -0.08 -0.08 0.04 0.08
H -1.24199 -0.93326 2.25764 0.19 0.18 -0.25 0.08
H 2.53960 -0.37734 0.56681 -0.43 -0.11 -0.05 -0.11
```
Forces are in eV/Å.

Output
- HOMO (spin up / spin down): -10.1 / -7.7 eV
- Frontier orbital gap (spin up / spin down): 10.30 / 7.33 eV
- E_LUMO (spin up / spin down): 0.0088 / -0.0122 hartree


Computed, not measured: a cluster of 3 separate species, C20H46FNO8P in total, with the ωB97M-V functional and the def2-TZVPD basis.

The geometry in XYZ format:
```
77
Properties=species:S:1:pos:R:3:forces:R:3:lowdin_charge:R:1
C 7.37844 -0.94063 -0.81549 -0.09 -0.14 -0.07 -0.13
O 6.28649 -0.09662 -0.58207 0.09 0.19 0.20 -0.19
C 5.79218 0.52671 -1.74848 -0.20 0.12 -0.13 -0.26
C 4.90914 1.69927 -1.36578 -0.05 -0.23 -0.06 -0.19
C 3.63490 1.27391 -0.64289 -0.15 0.28 -0.02 -0.21
C 2.91055 2.43697 0.04504 0.34 -0.23 0.12 -0.21
C 1.86162 2.02429 1.08109 -0.35 0.33 0.03 -0.22
C 0.42937 1.90617 0.53888 0.45 0.04 -0.07 -0.29
C 0.27795 0.98134 -0.66283 0.01 0.11 0.29 -0.34
P -1.49388 0.29785 -0.91059 -0.06 -0.16 0.13 0.55
F -1.94466 1.94379 -1.31520 -0.07 0.04 -0.03 -0.38
C -3.35856 -0.16184 -1.01274 0.05 0.06 0.10 -0.34
C -3.75660 -1.30966 -0.10527 -0.13 0.01 -0.17 -0.37
N -3.34878 -2.62988 -0.62282 -0.40 0.04 -0.05 -0.02
C -1.17507 -0.11386 -2.76541 0.08 0.01 -0.27 -0.30
C 0.19687 -0.65967 -3.09893 -0.11 0.00 -0.21 -0.34
O 0.22973 -1.37847 -4.35630 0.20 -0.20 0.34 -0.11
H 7.08206 -1.85518 -1.34059 -0.03 -0.05 -0.07 0.09
H 7.79541 -1.21784 0.14919 0.02 -0.02 0.07 0.08
H 8.15198 -0.44240 -1.40851 0.08 0.06 -0.03 0.08
H 6.62778 0.87539 -2.36773 0.10 -0.01 0.00 0.11
H 5.21057 -0.18657 -2.34571 0.03 -0.13 -0.04 0.13
H 4.64419 2.21228 -2.29343 0.02 0.17 0.00 0.12
H 5.49523 2.38726 -0.75340 0.02 0.07 0.05 0.11
H 2.96427 0.81996 -1.37318 -0.02 -0.23 0.07 0.10
H 3.87868 0.52778 0.11344 0.03 -0.11 0.00 0.11
H 2.44526 3.08119 -0.70344 -0.02 0.11 -0.06 0.11
H 3.67922 3.03232 0.54795 0.01 0.10 0.00 0.10
H 1.84063 2.79327 1.86090 0.05 -0.02 0.07 0.09
H 2.15380 1.09895 1.58405 0.10 -0.13 -0.10 0.11
H -0.21524 1.59315 1.36350 -0.14 -0.07 -0.02 0.07
H 0.11604 2.91296 0.25137 -0.21 0.02 0.01 0.10
H 0.55702 1.54788 -1.55352 0.02 -0.07 -0.12 0.07
H 0.98248 0.15091 -0.55600 -0.08 -0.15 -0.04 0.07
H -1.75675 0.55530 0.51348 -0.06 0.11 -0.02 0.00
H -1.09682 -1.06796 -0.57126 0.01 0.01 -0.02 0.00
H -3.88099 0.73040 -0.66316 0.02 0.06 -0.03 0.06
H -3.70670 -0.35041 -2.03167 0.01 -0.06 -0.08 0.06
H -4.84804 -1.31731 0.00011 -0.02 -0.02 0.10 0.08
H -3.34821 -1.11941 0.89459 0.15 0.00 0.03 0.08
H -2.56959 -2.51752 -1.25515 0.22 0.04 0.10 0.03
H -3.03881 -3.20696 0.14440 0.18 -0.13 -0.03 0.05
H -1.38401 0.76993 -3.37725 0.01 0.06 0.00 0.07
H -1.88251 -0.88722 -3.07723 -0.10 -0.03 0.14 0.06
H 0.93783 0.14010 -3.14793 0.14 -0.02 0.12 0.09
H 0.51104 -1.38934 -2.35383 0.06 -0.04 0.07 0.10
H -0.08469 -0.76813 -5.01834 -0.22 0.23 -0.30 0.06
C 2.71601 8.22260 4.94937 -0.10 0.04 -0.09 -0.07
C 2.05523 7.08795 5.70206 0.20 0.00 0.12 -0.22
O 0.66257 6.96954 5.38085 -0.03 0.06 0.00 0.03
C 0.40407 6.36127 4.21872 -0.13 -0.13 0.02 -0.62
O 1.22088 5.89415 3.47094 0.10 0.05 -0.05 0.13
O -0.91399 6.34415 4.04373 -0.01 0.03 -0.01 0.00
C -1.34048 5.73167 2.81613 -0.10 -0.08 -0.09 -0.02
H 2.18381 9.15777 5.12877 0.03 0.01 0.04 0.08
H 3.74799 8.33879 5.28168 0.01 0.00 0.02 0.08
H 2.71996 8.02816 3.87823 0.02 -0.05 0.00 0.08
H 2.07343 7.27560 6.77428 -0.07 0.00 0.01 0.12
H 2.55313 6.13805 5.50960 -0.03 0.00 -0.07 0.12
H -0.92429 4.73305 2.71121 0.07 0.01 0.00 0.10
H -1.04499 6.34477 1.96698 0.07 -0.03 0.00 0.10
H -2.42290 5.67444 2.86907 0.00 0.04 0.07 0.09
C -5.24693 -5.51761 -1.00764 0.18 -0.19 0.00 -0.07
C -5.95561 -6.64682 -1.72048 -0.27 0.22 0.04 -0.21
O -5.03737 -7.65355 -2.19315 -0.02 -0.06 -0.06 0.04
C -4.61480 -8.51699 -1.28198 0.28 0.23 0.03 -0.62
O -4.95944 -8.57885 -0.12994 -0.11 -0.10 0.04 0.12
O -3.69550 -9.30493 -1.85205 -0.06 -0.09 -0.03 0.00
C -3.09818 -10.24606 -0.96130 0.06 -0.08 -0.02 -0.05
H -4.47879 -5.07424 -1.63768 -0.04 0.09 -0.02 0.07
H -5.95426 -4.73235 -0.74560 -0.02 0.02 -0.02 0.08
H -4.77311 -5.86960 -0.09168 -0.05 -0.01 0.02 0.08
H -6.44251 -6.28342 -2.62338 0.04 -0.05 -0.05 0.12
H -6.70881 -7.12158 -1.09119 0.07 -0.03 0.04 0.12
H -3.85699 -10.85089 -0.46926 -0.01 0.02 0.04 0.09
H -2.49786 -9.73208 -0.21218 -0.04 0.00 0.04 0.10
H -2.46113 -10.87536 -1.57604 0.00 0.03 -0.04 0.09
```
Forces are in eV/Å.

Output
- HOMO: -3.9 eV
- Net charge: -1
- Frontier orbital gap: 6.31 eV
- E_LUMO: 0.0898 hartree


Computed, not measured: an isolated molecule of ClH6NSi2 in a non-equilibrium geometry, with the ωB97M-V functional and the def2-TZVPD basis.

The geometry in XYZ format:
```
10
Properties=species:S:1:pos:R:3:forces:R:3:lowdin_charge:R:1
Si -1.14853 -1.07610 -0.03059 3.15 1.06 0.50 0.56
N -0.47722 0.60598 -0.43203 1.03 -2.09 2.64 -0.39
Si 0.98923 1.13336 0.25492 0.65 -2.26 -0.17 0.41
Cl 2.43257 -0.92380 -0.13646 -1.19 2.48 0.48 -0.16
H 0.03015 -1.93551 0.61917 -1.60 1.14 -0.31 -0.08
H -1.17321 -1.62500 -1.35135 -0.96 -0.55 -0.72 -0.09
H -2.26659 -0.83953 0.87062 -0.52 -0.34 -0.09 -0.09
H -0.91031 1.10011 -1.14081 -0.86 1.01 -1.71 -0.03
H 1.63713 2.28528 -0.40298 -0.06 -0.22 0.02 -0.07
H 0.88678 1.27520 1.74951 0.34 -0.24 -0.64 -0.06
```
Forces are in eV/Å.

Output
- HOMO: -9.9 eV
- Frontier orbital gap: 10.25 eV
- Structure (SMILES): [SiH3]N[SiH2]Cl
- E_LUMO: 0.0116 hartree


Computed, not measured: a cluster of 11 separate species, H22O11 in total, with the ωB97M-V functional and the def2-TZVPD basis.

The geometry in XYZ format:
```
33
Properties=species:S:1:pos:R:3:forces:R:3:lowdin_charge:R:1
O -0.43201 0.30445 0.30619 0.06 -0.31 0.12 -0.02
H 0.14374 -0.11358 0.95638 0.10 0.48 -0.31 0.00
H -0.06028 0.03771 -0.54213 0.07 0.54 0.05 0.02
O 4.17275 -0.42383 1.37557 -0.04 0.08 0.09 -0.07
H 3.65188 0.37869 1.49239 0.03 -0.08 -0.02 0.03
H 4.81610 -0.39229 2.09257 -0.02 -0.05 -0.10 0.04
O 1.64455 -3.64100 -1.83646 0.01 0.17 0.16 -0.06
H 2.30981 -2.97930 -1.61608 0.04 -0.09 -0.06 0.03
H 1.88989 -4.40641 -1.30454 -0.07 0.01 -0.08 0.04
O -2.01730 -1.57276 3.28598 0.01 0.07 -0.17 -0.04
H -1.09888 -1.55402 2.99419 -0.31 0.00 0.40 -0.02
H -2.24694 -0.64334 3.39749 -0.01 -0.08 0.05 0.05
O 0.98784 -0.92782 2.94953 -0.20 0.04 -0.17 -0.03
H 1.22606 -1.81604 3.23815 0.15 0.00 0.02 0.07
H 0.38352 -1.07469 2.21318 0.27 -0.29 0.19 -0.01
O -0.93581 4.56546 -0.85601 -0.37 -0.12 -0.12 -0.07
H -1.23367 3.65264 -0.93980 0.00 0.11 -0.07 0.03
H -0.97193 4.73789 0.09160 0.25 0.10 -0.15 0.01
O -3.99389 -1.92332 0.09389 0.19 -0.03 0.06 -0.06
H -3.82097 -1.13514 0.62100 -0.06 -0.08 -0.06 0.03
H -3.20631 -2.01659 -0.45384 -0.12 0.05 -0.04 0.01
O 0.53376 4.11024 1.45234 0.10 -0.23 0.38 -0.05
H -0.02083 3.34982 1.66014 0.06 -0.04 -0.03 0.04
H 1.33850 3.95957 1.96094 -0.06 0.14 -0.04 0.04
O -3.99647 0.72229 -2.02024 0.12 0.11 -0.14 -0.06
H -4.23408 0.86721 -2.94302 -0.03 0.00 0.12 0.04
H -3.07215 0.45145 -2.05584 -0.01 -0.12 0.00 0.00
O 3.89452 0.67292 -2.91452 -0.20 -0.10 -0.04 -0.06
H 3.23315 0.14478 -2.45338 0.13 0.09 -0.01 0.02
H 3.46647 0.91251 -3.74419 0.08 0.04 0.04 0.04
O -1.05461 -1.13885 -2.24516 0.14 0.09 0.12 -0.04
H -0.74901 -1.84822 -2.82169 -0.02 -0.02 -0.03 0.05
H -0.54740 -1.26043 -1.43464 -0.31 -0.48 -0.17 0.00
```
Forces are in eV/Å.

Output
- HOMO: -10.8 eV
- Frontier orbital gap: 10.13 eV
- Structure (SMILES): O.O.O.O.O.O.O.O.O.O.O
- E_LUMO: -0.0249 hartree


Computed, not measured: a structure of composition C16H28Cl2N4O8Pb in a non-equilibrium geometry, with the ωB97M-V functional and the def2-TZVPD basis.

The geometry in XYZ format:
```
59
Properties=species:S:1:pos:R:3:forces:R:3:lowdin_charge:R:1
Pb 9.10695 19.89691 -6.95942 -0.04 -0.37 0.37 1.43
Cl 6.14692 20.65734 -5.37236 -0.99 -0.97 0.20 0.60
O 6.77338 21.17251 -6.56268 0.61 0.66 -1.24 -0.50
O 6.14201 21.66701 -4.36827 0.07 0.27 0.45 -0.33
O 4.82034 20.21347 -5.67997 -0.02 0.27 0.06 -0.33
O 6.92819 19.50920 -4.96287 0.66 -0.19 0.43 -0.45
Cl 11.83117 18.56673 -8.15526 0.54 -0.18 -1.45 0.62
O 10.45337 18.06958 -8.24894 -0.14 -0.14 -0.34 -0.50
O 12.58446 17.68367 -7.34922 0.37 -0.38 0.63 -0.31
O 12.46100 18.71760 -9.44664 -0.86 -0.25 0.58 -0.32
O 11.71000 19.87162 -7.54790 -0.05 1.07 0.71 -0.48
C 4.36513 14.26151 -6.44310 1.03 -0.92 0.81 -0.10
C 5.35845 15.43202 -6.19228 -1.50 -0.79 -1.60 -0.21
C 6.24241 15.53563 -7.45005 -0.21 1.21 -0.13 -0.17
C 7.07402 16.72444 -7.37159 0.88 -0.32 0.55 -0.16
N 7.69129 17.67545 -7.22843 0.10 0.28 -0.17 0.14
H 4.78243 13.46274 -7.06660 0.21 0.38 -0.37 0.07
H 3.40626 14.52507 -6.87663 -0.08 0.20 0.28 0.07
H 4.30131 13.70748 -5.50124 -0.88 0.29 0.04 0.07
H 5.87056 15.27378 -5.25050 0.45 0.14 -0.18 0.09
H 4.75000 16.33362 -6.13761 0.31 0.21 0.31 0.12
H 5.67231 15.83022 -8.34382 -0.59 -0.73 0.23 0.14
H 6.78137 14.62640 -7.70160 0.29 0.09 0.19 0.12
C 8.72814 15.20919 -3.74049 -0.50 0.19 1.23 -0.09
C 9.15762 16.09743 -2.55156 0.64 -1.25 -0.04 -0.25
C 10.37606 17.00548 -2.76038 -1.00 0.08 -0.49 -0.16
C 10.20155 17.95454 -3.87758 0.42 -0.37 0.27 -0.14
N 10.11312 18.63838 -4.79193 -0.19 -0.01 0.05 0.14
H 9.50044 14.54800 -4.12834 0.28 0.41 -0.21 0.08
H 8.20726 15.78164 -4.50438 0.15 -0.12 -0.23 0.05
H 8.03006 14.53457 -3.23473 -0.33 -0.07 -0.55 0.07
H 9.56006 15.38192 -1.82517 -0.32 0.10 0.26 0.11
H 8.27774 16.54062 -2.08982 0.15 0.46 -0.17 0.11
H 11.17301 16.30320 -2.99808 0.41 0.45 -0.10 0.13
H 10.57598 17.53672 -1.83284 0.27 0.13 -0.11 0.12
C 8.68356 21.62518 -1.79879 0.06 -0.41 -0.02 -0.10
C 8.95281 23.09758 -2.11049 -1.11 0.02 0.80 -0.25
C 10.13944 23.26639 -3.01912 0.41 0.05 -1.52 -0.17
C 10.00329 22.49791 -4.27437 0.03 -0.09 0.80 -0.17
N 9.91038 21.89019 -5.23688 -0.03 -0.09 -0.41 0.12
H 8.08925 21.39186 -0.91431 -0.01 0.61 0.14 0.07
H 9.63116 21.09850 -1.65179 -0.04 -0.14 -0.19 0.07
H 8.10988 21.18028 -2.61499 0.35 -0.12 -0.15 0.06
H 9.10115 23.69457 -1.20806 0.25 -0.13 0.04 0.11
H 8.03983 23.50510 -2.55055 0.17 0.09 -0.26 0.12
H 11.07859 22.94824 -2.56314 -0.06 0.02 0.11 0.13
H 10.28569 24.27282 -3.42533 -0.07 0.23 0.63 0.12
C 10.01801 21.32288 -13.30684 -0.23 0.23 1.33 -0.09
C 9.79487 22.32860 -12.14437 -0.06 -0.35 -0.77 -0.24
C 8.46441 22.02666 -11.45510 -0.32 0.38 0.87 -0.17
C 8.58601 21.06831 -10.36589 0.10 0.01 -0.58 -0.16
N 8.64451 20.33736 -9.49223 0.01 -0.35 0.36 0.11
H 9.79451 20.29391 -13.01900 0.11 0.01 0.21 0.07
H 11.06248 21.35654 -13.60241 -0.18 0.10 -0.63 0.07
H 9.26159 21.60181 -14.03861 0.52 -0.10 -0.60 0.07
H 9.77315 23.31053 -12.61810 -0.26 0.13 0.22 0.10
H 10.60288 22.38398 -11.41644 0.02 -0.34 0.01 0.11
H 7.68437 21.63378 -12.11052 0.15 0.18 -0.25 0.13
H 8.03668 22.88365 -10.91946 0.06 0.22 -0.43 0.13
```
Forces are in eV/Å.

Output
- HOMO: -9.6 eV
- Frontier orbital gap: 10.15 eV
- E_LUMO: 0.0196 hartree


Energy across the listed records, respectively: -3120.80721, -577.08165, -1887.53588, -1097.54146, -840.76826, -2560.10572 hartree.